1.
{
  "formula": "C3H5ClS",
  "method": "ωB97M-V/def2-TZVPD",
  "spin_multiplicity": 3,
  "mol_weight_g_mol": 108.59,
  "s2": 2.012,
  "homo_lumo_gap_ev": [7.7, 8.9],
  "e_lumo_ev": [0.871, -1.026],
  "species": ["Cl", "S", "C", "C", "C", "H", "H", "H", "H", "H"],
  "coordinates": [[2.81, 0.08, -0.32], [0.40, -1.39, 0.24], [0.30, 1.41, 0.05], [-1.28, -1.89, -0.17], [1.20, 0.22, 0.19], [-1.77, -1.00, -0.62], [-0.61, 1.04, -0.20], [-1.67, -2.67, 0.42], [0.12, 1.92, 0.96], [0.50, 2.28, -0.56]],
  "lowdin_charge": [0.6303, 0.7558, -0.1660, -0.3064, -1.0494, -0.0022, 0.0115, -0.0201, 0.0644, 0.0821]
}

---

2.
{
  "formula": "C6H10N3OPtS3",
  "method": "ωB97M-V/def2-TZVPD",
  "total_charge": 1,
  "mol_weight_g_mol": 431.44,
  "homo_lumo_gap_ev": 5.4,
  "e_lumo_ev": -6.247,
  "species": ["Pt", "S", "S", "S", "O", "N", "N", "N", "C", "C", "C", "C", "C", "C", "H", "H", "H", "H", "H", "H", "H", "H", "H", "H"],
  "coordinates": [[-0.46, -0.77, -0.95], [-0.26, -1.02, 1.19], [1.73, -0.67, -0.92], [-4.50, -2.87, -0.77], [-0.78, 1.47, -1.42], [-1.89, 3.35, -1.90], [-2.19, -1.54, -1.50], [-2.95, 1.32, -2.14], [3.77, -0.71, 0.93], [2.31, -0.77, 0.63], [-3.18, -2.12, -1.17], [1.68, -1.09, 3.11], [1.32, -0.95, 1.66], [-1.85, 2.01, -1.81], [-3.78, 1.78, -2.47], [3.96, 0.06, 1.67], [2.75, -1.00, 3.27], [4.34, -0.48, 0.03], [-2.92, 0.31, -2.15], [-2.70, 3.86, -2.18], [-1.06, 3.86, -1.64], [4.12, -1.66, 1.33], [1.18, -0.32, 3.70], [1.35, -2.06, 3.48]],
  "lowdin_charge": [0.7860, 0.8128, 0.8045, 0.7352, -0.1495, 0.1902, -0.2361, 0.1936, -0.0851, -0.7004, -0.9651, -0.0699, -0.6937, -0.6231, 0.1229, 0.1036, 0.0811, 0.0857, 0.0540, 0.1187, 0.1228, 0.1082, 0.1015, 0.1019]
}

---

3.
{
  "formula": "C20H40O30S6",
  "method": "ωB97M-V/def2-TZVPD",
  "smiles": "O=S1(=O)OCCO1.O=S1(=O)OCCO1.O=S1(=O)OCCO1.O=S1(=O)OCCO1.O=S1(=O)OCCO1.O=S1(=O)OCCO1.CCOC(=O)OC.CCOC(=O)OC",
  "mol_weight_g_mol": 952.91,
  "homo_lumo_gap_ev": 10.4,
  "e_lumo_ev": -0.019,
  "species": ["S", "S", "S", "S", "S", "S", "O", "O", "O", "O", "O", "O", "O", "O", "O", "O", "O", "O", "O", "O", "O", "O", "O", "O", "O", "O", "O", "O", "O", "O", "O", "O", "O", "O", "O", "O", "C", "C", "C", "C", "C", "C", "C", "C", "C", "C", "C", "C", "C", "C", "C", "C", "C", "C", "C", "C", "H", "H", "H", "H", "H", "H", "H", "H", "H", "H", "H", "H", "H", "H", "H", "H", "H", "H", "H", "H", "H", "H", "H", "H", "H", "H", "H", "H", "H", "H", "H", "H", "H", "H", "H", "H", "H", "H", "H", "H"],
  "coordinates": [[4.62, -0.64, -1.71], [-0.01, 0.15, -0.04], [-0.95, 3.16, 4.80], [0.13, -4.99, 0.86], [4.02, -5.23, 2.73], [-1.36, 2.29, -3.26], [4.01, -0.50, -0.23], [2.80, -4.19, 2.44], [4.88, 0.94, -1.85], [-0.32, -0.65, -1.21], [1.07, -0.68, 0.86], [4.62, -5.06, 1.24], [4.91, -4.72, 3.73], [3.62, -1.14, -2.61], [-1.62, 3.86, -3.04], [3.50, -6.54, 2.87], [-1.18, 0.22, 1.05], [-4.75, 5.01, 0.20], [-1.78, 1.83, -4.55], [1.20, -4.93, -0.10], [-1.97, 1.60, -2.15], [-0.76, -3.63, 0.82], [-0.58, 3.91, 6.21], [5.89, -1.28, -1.64], [-1.17, 1.76, 5.05], [0.71, -4.82, -3.52], [-4.02, 3.11, 0.87], [0.24, 2.42, -3.22], [-0.35, -4.48, -5.47], [0.50, 1.47, -0.21], [-2.36, 3.90, 4.63], [0.03, -2.83, -4.02], [-3.28, 4.95, 1.93], [0.39, -5.33, 2.21], [-0.02, 3.53, 3.77], [-1.13, -5.80, 0.21], [3.25, -3.16, 1.58], [-3.59, 7.08, -0.63], [-0.79, -1.92, -4.73], [3.79, 0.83, 0.16], [-3.92, 4.43, 1.06], [0.69, 3.61, -2.56], [-4.74, 6.41, 0.11], [-2.60, 4.86, 5.65], [-1.89, -4.96, -0.70], [-3.08, 2.33, 1.60], [1.14, -6.09, -3.95], [-0.58, 4.40, -2.23], [0.13, -4.06, -4.44], [-0.57, 0.31, 2.38], [-1.23, 5.17, 6.25], [3.85, 1.63, -1.14], [0.13, -7.21, -3.80], [4.34, -3.79, 0.67], [0.71, -0.51, 2.27], [-1.35, -3.53, -0.43], [4.51, 1.17, 0.90], [-1.76, -5.37, -1.70], [-3.28, 8.08, -0.34], [-2.66, 6.50, -0.47], [-0.41, -1.67, -5.72], [-3.00, 5.75, 5.16], [-3.27, 4.45, 6.40], [-3.40, 1.30, 1.47], [5.24, -3.18, 0.72], [0.53, -8.23, -3.86], [3.99, -3.95, -0.35], [-0.33, 1.36, 2.50], [1.40, 4.25, -3.08], [1.51, -6.06, -4.97], [1.55, -0.10, 2.83], [-1.28, -0.05, 3.11], [-5.67, 6.61, -0.42], [-4.82, 6.94, 1.06], [2.96, 1.49, -1.76], [-3.12, 2.51, 2.68], [2.79, 1.06, 0.55], [-2.92, -5.03, -0.35], [-0.33, -7.20, -2.81], [-1.79, -2.35, -4.79], [-3.70, 7.06, -1.71], [2.48, -2.74, 0.94], [-0.96, -1.06, -4.09], [-0.75, 5.98, 5.69], [1.11, 3.16, -1.66], [-1.27, 5.45, 7.31], [-0.40, 5.47, -2.32], [-0.68, -3.11, -1.19], [4.04, 2.68, -0.97], [3.74, -2.46, 2.26], [-0.58, -7.24, -4.63], [-2.09, 2.49, 1.18], [0.57, -1.55, 2.56], [-2.24, -2.90, -0.37], [2.00, -6.34, -3.32], [-0.92, 4.31, -1.19]],
  "lowdin_charge": [0.6238, 0.6423, 0.6455, 0.6574, 0.6382, 0.6334, -0.1899, -0.2298, -0.1848, -0.2119, -0.2240, -0.1879, -0.2255, -0.2086, -0.1810, -0.2058, -0.2174, 0.0556, -0.2176, -0.2099, -0.2343, -0.1977, -0.1840, -0.2187, -0.2337, 0.0368, 0.0213, -0.1894, 0.1275, -0.2412, -0.2088, 0.0104, 0.1420, -0.1940, -0.2284, -0.2117, -0.1802, -0.0602, -0.0198, -0.1800, -0.6045, -0.1489, -0.2294, -0.1451, -0.1088, -0.0273, -0.2258, -0.1739, -0.6254, -0.1314, -0.1679, -0.1569, -0.0621, -0.1494, -0.1193, -0.2029, 0.1401, 0.1173, 0.0779, 0.0667, 0.1051, 0.1370, 0.1351, 0.1012, 0.1245, 0.0783, 0.1313, 0.0946, 0.1339, 0.1269, 0.1380, 0.1374, 0.1260, 0.1225, 0.1208, 0.0842, 0.1033, 0.1264, 0.0716, 0.1039, 0.0754, 0.1071, 0.0794, 0.1333, 0.0944, 0.1363, 0.1309, 0.1083, 0.1410, 0.1278, 0.0769, 0.0928, 0.1291, 0.1347, 0.1258, 0.1237]
}

---

4.
{
  "formula": "C4H9Cl2PS",
  "method": "ωB97M-V/def2-TZVPD",
  "mol_weight_g_mol": 191.06,
  "homo_lumo_gap_ev": 7.2,
  "e_lumo_ev": -0.861,
  "species": ["Cl", "Cl", "S", "P", "C", "C", "C", "C", "H", "H", "H", "H", "H", "H", "H", "H", "H"],
  "coordinates": [[-1.94, 0.42, -3.01], [0.72, 2.03, -2.89], [-2.34, -1.51, -2.69], [-0.71, 1.57, -1.39], [0.65, -0.86, -0.94], [-1.27, -0.24, 0.55], [0.02, 0.31, -0.22], [0.89, 1.27, 0.65], [0.38, -0.89, -1.96], [1.68, -0.89, -0.73], [-1.82, 0.49, 1.12], [-1.02, -1.10, 1.13], [0.23, 1.79, 1.37], [1.47, 0.59, 1.25], [1.75, 1.78, 0.14], [0.14, -1.71, -0.34], [-1.94, -0.59, -0.23]],
  "lowdin_charge": [-0.0032, 0.1282, -0.0890, 0.5623, -0.1203, -0.1113, -0.8047, -0.1253, 0.0067, 0.0645, 0.0695, 0.0700, 0.0836, 0.0721, 0.0906, 0.1109, -0.0047]
}

---

5.
{
  "formula": "C33H38ClNO4PSi2Ti",
  "method": "ωB97M-V/def2-TZVPD",
  "spin_multiplicity": 2,
  "mol_weight_g_mol": 683.14,
  "s2": 0.783,
  "homo_lumo_gap_ev": [6.1, 7.8],
  "e_lumo_ev": [-0.647, -0.612],
  "species": ["Ti", "Cl", "P", "Si", "Si", "O", "O", "O", "O", "N", "C", "C", "C", "C", "C", "C", "C", "C", "C", "C", "C", "C", "C", "C", "C", "C", "C", "C", "C", "C", "C", "C", "C", "C", "C", "C", "C", "C", "C", "C", "C", "C", "C", "H", "H", "H", "H", "H", "H", "H", "H", "H", "H", "H", "H", "H", "H", "H", "H", "H", "H", "H", "H", "H", "H", "H", "H", "H", "H", "H", "H", "H", "H", "H", "H", "H", "H", "H", "H", "H", "H"],
  "coordinates": [[-0.03, 0.82, 0.68], [6.67, 3.11, 0.48], [0.95, -2.57, -0.10], [-2.01, 2.08, -1.57], [-2.63, 2.30, 1.70], [1.62, -0.10, 2.46], [0.40, 2.58, 0.56], [1.51, 0.39, -0.26], [-0.52, -0.38, 2.05], [-1.92, -1.03, -0.29], [-2.02, 1.33, 0.16], [0.38, -4.32, -0.26], [-1.32, 3.16, 2.72], [0.72, -0.87, 2.17], [0.10, -5.20, 0.78], [2.72, -2.93, -0.42], [1.56, 3.16, 0.37], [-3.86, 3.61, 1.23], [3.87, 0.27, 0.20], [5.13, 2.31, 0.35], [4.87, -3.91, 0.06], [3.98, 3.05, 0.29], [0.26, -4.78, -1.58], [3.55, -3.67, 0.41], [5.08, 0.92, 0.35], [-0.39, -6.96, -0.79], [-4.10, -0.18, 0.17], [-3.81, -2.50, -0.26], [3.21, -2.48, -1.64], [-3.76, 2.35, -2.16], [0.91, -2.33, 1.79], [-1.09, 3.70, -1.74], [-0.12, -6.09, -1.84], [5.36, -3.44, -1.16], [-0.28, -6.51, 0.51], [-4.65, -1.43, 0.04], [2.69, 1.00, 0.05], [-2.46, -2.24, -0.42], [2.73, 2.40, 0.20], [-1.20, 0.86, -2.73], [4.53, -2.74, -2.01], [-2.72, 0.00, 0.03], [-3.39, 1.13, 2.94], [-4.19, -3.51, -0.38], [3.18, -4.07, 1.35], [4.02, 4.13, 0.37], [-0.50, -7.18, 1.34], [4.90, -2.37, -2.96], [-4.72, 0.68, 0.39], [-0.99, 1.34, -3.69], [-4.75, 3.19, 0.75], [3.83, -0.80, 0.20], [1.57, 4.25, 0.41], [-0.89, 4.03, 2.22], [-4.41, 0.82, 2.71], [-5.71, -1.58, 0.16], [-4.36, 1.45, -2.03], [-3.43, 4.34, 0.54], [-2.79, 0.22, 3.03], [1.81, -2.71, 2.26], [-0.68, -7.98, -1.00], [0.02, -2.86, 2.14], [-3.40, 1.62, 3.92], [5.51, -4.47, 0.72], [5.99, 0.34, 0.46], [2.57, -1.90, -2.29], [-1.24, 4.36, -0.89], [-0.02, 3.53, -1.84], [-4.19, 4.15, 2.12], [-3.77, 2.62, -3.22], [-0.49, 2.52, 3.02], [-1.84, 0.00, -2.91], [-1.79, -3.04, -0.69], [6.39, -3.64, -1.44], [0.46, -4.10, -2.40], [-0.25, 0.48, -2.33], [-4.24, 3.16, -1.60], [0.18, -4.88, 1.81], [-1.82, 3.49, 3.63], [-0.20, -6.43, -2.86], [-1.44, 4.21, -2.64]],
  "lowdin_charge": [1.0662, 0.6553, 1.1132, 0.4486, 0.4683, 0.0807, -0.2281, -0.2083, -0.1524, 0.0741, -0.4136, -0.3911, -0.1754, -0.6483, -0.0910, -0.3957, -0.1010, -0.1743, 0.0125, -0.6619, -0.0766, -0.0533, -0.1153, -0.0879, -0.0738, -0.0901, -0.0584, -0.0588, -0.1231, -0.1630, -0.1989, -0.1657, -0.0814, -0.0841, -0.0831, -0.0532, -0.2650, -0.1250, -0.1365, -0.1623, -0.0798, -0.4084, -0.1623, 0.1018, 0.1015, 0.1182, 0.1026, 0.1053, 0.1050, 0.0393, 0.0267, 0.0979, 0.1382, 0.0344, 0.0292, 0.1094, 0.0281, 0.0293, 0.0336, 0.0839, 0.1011, 0.0831, 0.0364, 0.1036, 0.1091, 0.1052, 0.0332, 0.0265, 0.0372, 0.0377, 0.0323, 0.0362, 0.0768, 0.1024, 0.1051, 0.0191, 0.0231, 0.0915, 0.0403, 0.1034, 0.0403]
}

---

6.
{
  "formula": "C2H3N2P",
  "method": "ωB97M-V/def2-TZVPD",
  "mol_weight_g_mol": 86.03,
  "homo_lumo_gap_ev": 8.2,
  "e_lumo_ev": -0.405,
  "species": ["P", "N", "N", "C", "C", "H", "H", "H"],
  "coordinates": [[-0.43, -1.08, 0.12], [-1.17, 0.30, 0.13], [0.95, 1.34, -0.04], [1.29, -1.09, 0.09], [1.43, 0.28, 0.18], [1.13, 2.26, 0.10], [-1.06, -2.32, -0.46], [-2.14, 0.30, -0.12]],
  "lowdin_charge": [0.7343, -0.2658, 0.1670, -0.3257, -0.3603, 0.0560, 0.0175, -0.0231]
}

---

7.
{
  "formula": "C3H10O3",
  "method": "ωB97M-V/def2-TZVPD",
  "smiles": "CCC=O.O.O",
  "mol_weight_g_mol": 94.11,
  "homo_lumo_gap_ev": 9.9,
  "e_lumo_ev": 0.450,
  "species": ["O", "O", "O", "C", "C", "C", "H", "H", "H", "H", "H", "H", "H", "H", "H", "H"],
  "coordinates": [[0.87, -1.67, -0.99], [-2.31, 1.94, -0.61], [2.28, 0.57, -1.05], [-0.68, 0.78, 0.63], [-0.70, -0.51, 1.43], [-2.07, 0.95, 0.03], [2.98, 0.37, -1.47], [-0.45, 1.81, 1.03], [-2.70, 0.09, 0.04], [0.18, -1.19, 1.27], [-0.80, -0.42, 2.54], [-1.32, -1.09, 0.84], [0.94, -2.35, -1.65], [-0.03, 0.62, -0.24], [1.50, -1.01, -1.45], [2.35, 1.13, -0.34]],
  "lowdin_charge": [-0.0855, 0.0417, 0.0764, -0.2110, -0.1203, -0.2705, -0.0490, 0.1338, 0.1053, 0.0710, 0.0909, 0.0246, 0.0184, 0.0878, 0.0488, 0.0374]
}

---

8.
{
  "formula": "C4H8N2",
  "method": "ωB97M-V/def2-TZVPD",
  "smiles": "CCC(N)=C=N",
  "mol_weight_g_mol": 84.12,
  "homo_lumo_gap_ev": 7.9,
  "e_lumo_ev": 0.565,
  "species": ["N", "N", "C", "C", "C", "C", "H", "H", "H", "H", "H", "H", "H", "H"],
  "coordinates": [[0.17, 1.70, 1.12], [-1.30, -0.79, 1.50], [0.18, -1.27, -1.26], [-0.30, 0.71, 0.36], [0.49, 0.15, -0.78], [-1.60, 0.20, 0.67], [0.50, -2.02, -0.53], [0.70, -1.47, -2.20], [-0.89, -1.41, -1.43], [0.16, 0.86, -1.54], [1.13, 1.80, 1.43], [1.58, 0.29, -0.67], [-0.52, 2.16, 1.69], [-0.29, -0.89, 1.64]],
  "lowdin_charge": [0.1766, 0.0106, -0.0997, -0.3876, -0.1896, -0.2199, 0.0734, 0.0749, 0.0739, 0.1275, 0.1243, 0.1159, 0.1109, 0.0085]
}

---

Short version: calculated total energy = -26544.9719; -48648.3276; -147818.5430; -49460.8973; -105203.4822; -14386.2509; -9413.6228; -7254.2822 eV, in the order given.